# H6O3

A cluster of 3 separate species, H6O3 in total (ωB97M-V/def2-TZVPD, the OMol25 dataset).

Last column: Mulliken charge in e.
Atoms and positions in Å:
O  -1.738  0.481  -0.586  -0.735
O  0.742  -1.400  0.954  -0.662
O  0.825  1.195  0.151  -0.747
H  0.918  -0.497  0.753  0.409
H  -1.236  -0.081  -1.223  0.360
H  -1.878  -0.102  0.168  0.361
H  -0.144  1.075  0.081  0.416
H  1.383  -1.928  0.436  0.292
H  1.132  1.255  -0.734  0.306

ΔE to the lowest compared entry with this formula, charge and spin, kcal per mole: 7.4
HOMO-LUMO gap, eV: 11.74
E_HOMO, eV: -11.15
DFT total energy, eV: -6239.9308
SMILES string: O.O.O
Net charge: 0